Record 1
{"formula": "C35H34IrN4O4", "method": "the ωB97M-V functional and the def2-TZVPD basis", "symbols": ["Ir", "C", "C", "O", "C", "C", "C", "C", "C", "C", "O", "H", "H", "H", "H", "H", "H", "H", "C", "C", "C", "C", "C", "C", "C", "C", "C", "C", "N", "C", "C", "C", "C", "C", "N", "H", "H", "H", "H", "H", "H", "H", "H", "H", "H", "H", "H", "H", "H", "H", "H", "H", "O", "C", "C", "C", "C", "O", "N", "H", "H", "H", "H", "C", "C", "C", "C", "C", "C", "C", "C", "N", "H", "H", "H", "H", "H", "H"], "coordinates": [[-0.29283, 0.61811, 0.19554], [-0.90459, -1.53882, 3.86936], [-0.44012, -1.40552, 2.40836], [-0.35110, -0.04758, 2.06402], [-0.44686, -3.16269, 0.57409], [-0.97870, -4.51802, 0.28005], [-1.01142, -5.03910, -0.96533], [-0.63625, -4.25550, -2.09107], [-0.23109, -2.95690, -1.94513], [-0.08140, -2.37207, -0.67265], [0.42753, -1.23503, -0.51817], [-0.20360, -0.99550, 4.50950], [-0.91637, -2.58964, 4.15731], [-1.89630, -1.11539, 4.01294], [-1.30148, -5.10036, 1.13500], [-1.37527, -6.04780, -1.12004], [-0.70758, -4.67974, -3.08424], [0.01111, -2.35252, -2.81245], [3.17766, 1.72055, 3.02450], [2.65371, 1.86717, 1.60011], [3.53101, 1.28004, 0.52912], [4.88149, 1.06926, 0.76893], [5.69984, 0.47755, -0.17880], [5.15185, 0.03514, -1.36522], [3.81211, 0.24681, -1.66713], [3.27524, -0.39893, -2.92621], [2.99102, -1.88082, -2.65381], [2.99600, 0.92764, -0.73815], [1.65041, 1.16493, -1.04793], [1.27054, 1.72786, -2.14298], [-0.08809, 1.72155, -2.50335], [-0.78592, 2.18148, -3.62187], [-2.11629, 1.80185, -3.43235], [-2.16906, 1.12890, -2.20720], [-0.95147, 1.08755, -1.65694], [2.39705, 2.01189, 3.72728], [4.05005, 2.34950, 3.21512], [3.44600, 0.68279, 3.23136], [2.45701, 2.91649, 1.37405], [1.69479, 1.36020, 1.55005], [5.31014, 1.37088, 1.71548], [6.75389, 0.33123, 0.02311], [5.76953, -0.49047, -2.08578], [4.01174, -0.29814, -3.72691], [2.35354, 0.06798, -3.25781], [3.90529, -2.40430, -2.37050], [2.57055, -2.36707, -3.53645], [2.27815, -1.96169, -1.83349], [1.99062, 2.20629, -2.80634], [-0.36534, 2.71173, -4.46220], [-2.95262, 2.00782, -4.07978], [-3.01515, 0.66032, -1.72517], [0.83673, 3.81731, -0.33529], [-0.13554, 3.73535, 0.39016], [-0.80046, 4.95983, 1.01532], [-1.80851, 4.37232, 1.98687], [-1.83360, 2.88844, 1.62606], [-2.65341, 2.10830, 2.05140], [-0.79446, 2.59674, 0.77383], [-1.26836, 5.53765, 0.21743], [-0.03419, 5.58398, 1.47296], [-2.80811, 4.79710, 1.92105], [-1.47907, 4.45150, 3.02416], [-1.27445, -2.23099, 1.43228], [-2.59500, -1.89838, 1.10285], [-3.26467, -0.77097, 1.67944], [-4.52264, -0.39783, 1.28704], [-5.22588, -1.11191, 0.29916], [-4.60745, -2.23873, -0.26916], [-3.35609, -2.62664, 0.12806], [-6.48627, -0.67574, -0.17386], [-7.51133, -0.32451, -0.57901], [0.50442, -3.31883, 1.10433], [0.58009, -1.83519, 2.39311], [-2.74164, -0.13123, 2.36677], [-4.97244, 0.48681, 1.71959], [-5.13212, -2.79646, -1.03643], [-2.91455, -3.49781, -0.32794]], "e_homo_ev": -2.9, "spin_multiplicity": 1, "e_above_lowest_kj_mol": 506.5, "total_energy_ha": -1978.44385, "charge": -1}

***

Record 2
{"formula": "C35H34N2O5S2", "method": "the ωB97M-V functional and the def2-TZVPD basis", "symbols": ["C", "O", "C", "S", "C", "C", "C", "C", "C", "C", "O", "O", "S", "C", "C", "C", "C", "C", "C", "O", "O", "H", "H", "H", "H", "H", "H", "H", "H", "H", "H", "H", "H", "H", "C", "C", "N", "C", "C", "C", "C", "C", "C", "C", "C", "C", "C", "C", "C", "N", "C", "C", "C", "C", "C", "C", "C", "H", "H", "H", "H", "H", "H", "H", "H", "H", "H", "H", "H", "H", "H", "H", "H", "H", "H", "H", "H", "H"], "coordinates": [[-2.36513, 1.26057, 0.24269], [-1.90653, 1.93741, -1.04142], [-2.22620, 3.18879, -1.26923], [-1.09935, 4.60590, -1.55239], [-0.42694, 5.07932, 0.04884], [-1.05563, 6.02976, 0.86288], [-0.56319, 6.25346, 2.15564], [0.53765, 5.53235, 2.63155], [1.20735, 4.64820, 1.77656], [0.74862, 4.45035, 0.47243], [0.02810, 4.20349, -2.36388], [-1.95599, 5.70746, -1.95819], [-3.95532, 3.66344, -1.15081], [-4.27701, 4.26716, -2.80240], [-4.75876, 5.55802, -2.99599], [-4.98405, 6.00769, -4.30043], [-4.71721, 5.18105, -5.39616], [-4.28431, 3.86875, -5.17408], [-4.09091, 3.39530, -3.87447], [-4.74656, 2.44922, -1.05835], [-4.13999, 4.72878, -0.18744], [-1.78514, 0.33717, 0.28772], [-2.12849, 1.95924, 1.05263], [-3.44215, 1.05324, 0.19425], [-1.91716, 6.58363, 0.48596], [-1.05376, 6.98986, 2.79623], [0.88414, 5.66594, 3.65900], [2.09130, 4.10406, 2.11550], [1.29166, 3.80978, -0.22421], [-4.94360, 6.19663, -2.13273], [-5.36055, 7.01985, -4.45036], [-4.86408, 5.54764, -6.41613], [-4.09894, 3.20340, -6.01784], [-3.77879, 2.36565, -3.68983], [1.91631, -7.21678, -0.27933], [1.08793, -6.02479, -0.05148], [-0.23114, -6.00114, -0.36867], [-0.95585, -7.13758, -0.91815], [-0.78865, -4.76117, -0.03785], [0.23263, -3.98004, 0.56548], [-0.08229, -2.77192, 1.17566], [-1.41069, -2.32869, 1.11081], [-2.38855, -3.07732, 0.42898], [-2.10449, -4.33631, -0.12341], [1.45643, -4.76214, 0.50080], [2.72642, -4.39141, 0.94713], [3.22506, -3.12955, 1.32218], [4.06075, -2.86392, 2.44255], [4.61013, -3.80942, 3.42727], [4.28200, -1.52493, 2.51592], [5.05215, -0.88906, 3.57460], [3.66740, -0.87232, 1.44194], [3.02757, -1.86219, 0.64975], [2.36445, -1.50775, -0.52445], [2.26444, -0.14395, -0.83120], [2.83974, 0.82775, 0.00767], [3.58900, 0.48087, 1.14480], [2.95172, -6.94091, -0.06364], [1.62652, -8.04786, 0.38500], [1.86334, -7.58069, -1.31719], [-1.99024, -6.84914, -1.11108], [-0.50049, -7.47558, -1.85729], [-0.95808, -7.98183, -0.21591], [0.69836, -2.20015, 1.67754], [-1.67852, -1.39247, 1.60778], [-3.39726, -2.68148, 0.35076], [-2.85372, -4.98083, -0.58409], [3.42606, -5.21535, 1.06692], [4.36006, -4.81561, 3.07798], [5.70460, -3.71819, 3.49884], [4.19013, -3.69227, 4.43968], [5.08201, 0.18798, 3.40454], [4.60188, -1.07650, 4.55839], [6.08173, -1.26828, 3.59130], [1.94516, -2.28550, -1.16459], [1.72651, 0.16204, -1.73250], [2.71878, 1.87879, -0.23994], [4.09765, 1.20501, 1.78097]], "e_homo_ev": -4.7, "spin_multiplicity": 1, "e_above_lowest_kj_mol": 0.5, "total_energy_ha": -2636.01153, "charge": 0}

***

Number 2 is which compound? C35H34N2O5S2